Formula: CH4INS
Source: OMol25
Level of theory: ωB97M-V with the def2-TZVPD basis set

Structure (ORCA input):
```
! RIJCOSX wB97M-V def2-TZVPD def2/J DEFGRID3
* xyz 0 1
I -1.808 -0.110 1.903
S 0.575 -0.122 -1.841
N 0.056 0.658 -0.368
C 0.208 -0.217 0.740
H 0.486 1.551 -0.156
H -0.616 -0.379 -2.417
H 0.856 -0.048 1.499
H 0.243 -1.332 0.640
*
```

LUMO energy in eV: 0.174
Electronic energy in eV: -21526.585
ΔE to the lowest compared entry with this formula, charge and spin in kJ/mol: 76.1
Structure (SMILES): SNCI
Frontier orbital gap in eV: 9.267
Highest occupied orbital energy in eV: -9.1